# 1
Formula: C4H6N2O
Source: the OMol25 dataset
Level of theory: wB97M-V/def2-TZVPD

Output
E_tot, eV: -9270.59228
ΔE to the lowest compared entry with this formula, charge and spin, kcal per mole: 67.1
Frontier orbital gap, eV: 10.95

```
13
Properties=species:S:1:pos:R:3:forces:R:3:nbo_charge:R:1
N -1.8315 0.3704 1.2858 0.4285 -0.2017 0.0408 -0.6926
C -0.6301 0.1022 1.0428 -0.4880 0.1388 -0.0488 0.5579
O 0.4977 0.1292 1.8369 -0.0395 0.2651 0.0494 -0.4966
C 1.3481 0.1871 0.6521 0.3610 0.2844 -0.2209 -0.0663
C 0.1500 -0.2237 -0.1958 0.0775 0.1371 0.0685 -0.0451
C -0.2820 -1.1885 -1.2377 0.0485 -0.2628 -0.0015 -0.2190
N -0.0440 0.2154 -1.5445 -0.2080 0.2570 -0.1309 -0.5642
H -1.9708 0.6308 2.2629 0.0104 -0.0509 -0.0876 0.3600
H 1.5510 1.2312 0.4008 -0.0380 0.0869 0.1027 0.1815
H 2.3270 -0.2746 0.7530 -0.3575 -0.7568 0.0594 0.2006
H -1.3233 -1.5141 -1.1846 0.2950 0.0105 0.1708 0.2099
H 0.4037 -1.9122 -1.6693 0.0184 0.2208 0.0334 0.2055
H -0.8978 0.7535 -1.6465 -0.1085 -0.1285 -0.0353 0.3683
```
Positions in Å, forces in eV/Å.

***

# 2
Formula: C3H9N3O
Source: the OMol25 dataset
Level of theory: wB97M-V/def2-TZVPD

Output
E_tot, eV: -9773.72302
SMILES: NCCNC(N)=O
ΔE to the lowest compared entry with this formula, charge and spin, kcal per mole: 41.9
Frontier orbital gap, eV: 10.23

```
16
Properties=species:S:1:pos:R:3:forces:R:3:nbo_charge:R:1
N -0.4238 2.5026 0.0097 2.2887 -2.0762 -2.5432 -0.8067
C 0.0027 1.7974 1.2483 0.0986 1.3632 0.9557 -0.2364
C -0.1391 0.2776 1.2996 0.2365 -1.3100 -1.8305 -0.2415
N 0.7536 -0.4100 0.2790 -2.1685 0.3697 -0.7232 -0.6662
C 0.1736 -1.2135 -0.7481 1.4914 -1.3316 2.5200 0.7789
N -1.2177 -1.3538 -0.9486 -2.0315 -0.8181 -0.8335 -0.9142
O 0.9695 -1.9502 -1.2822 0.2864 -0.0602 -1.7996 -0.6321
H 0.0501 3.4052 0.0927 -0.4251 -0.0073 -0.0780 0.3478
H 0.2335 2.0347 -0.8046 -2.2997 1.3016 2.2983 0.3423
H 1.0648 1.9747 1.2982 0.7047 -0.0703 0.6632 0.1676
H -0.4526 2.4365 2.0804 0.3373 -1.5590 -0.6739 0.2005
H -1.1039 -0.1102 0.9886 -0.4905 0.7690 -0.2343 0.2128
H -0.0460 -0.2924 2.2193 0.6354 0.9178 0.7220 0.2116
H 1.7835 -0.5588 0.3055 -1.4723 0.2905 0.3630 0.4204
H -1.4745 -1.8057 -1.9070 1.1840 1.0050 2.5470 0.4124
H -1.8184 -1.8230 -0.1954 1.6246 1.2157 -1.3532 0.4027
```
Positions in Å, forces in eV/Å.

***

# 3
Formula: C17H23IrN2O8P3S2
Source: the OMol25 dataset
Level of theory: wB97M-V/def2-TZVPD

Output
2S+1: 5
Total charge: +1
E_tot, eV: -89736.42080
ΔE to the lowest compared entry with this formula, charge and spin, kcal per mole: 0.0
Frontier orbital gap (spin up / spin down), eV: 7.67 / 6.57

```
56
Properties=species:S:1:pos:R:3:forces:R:3:nbo_charge:R:1
Ir -0.4672 -0.5007 -0.2230 0.0688 -0.4836 0.1254 1.3072
N -1.2845 -4.8868 -1.6611 0.1026 0.0009 0.0469 -0.7062
C -1.0671 -3.5507 -2.3497 -0.0614 0.0663 -0.0183 -0.6326
C -1.3212 -3.6689 -3.8478 -0.0242 -0.0178 0.0092 -0.6359
P 0.6804 -3.0827 -1.8592 0.0944 -0.2557 -0.1720 2.3967
O 1.4909 -3.4008 -3.1935 0.0100 -0.0715 0.0595 -0.9956
O 0.9668 -4.0147 -0.7419 -0.0242 0.0638 0.0158 -1.1185
O 0.7488 -1.5764 -1.6707 0.0410 0.2069 -0.0322 -1.1390
P -2.2257 -2.3335 -1.5974 -0.0433 0.2476 -0.2711 2.3696
O -3.5395 -3.2411 -1.6549 -0.1084 0.0137 -0.0018 -1.0143
O -1.8289 -2.1473 -0.1251 0.0608 0.1102 0.0632 -1.0937
O -2.2452 -1.0586 -2.3557 -0.1395 -0.2623 -0.0215 -1.1020
H -1.0405 -5.6574 -2.2844 -0.0198 0.0195 -0.0277 0.4333
H -2.2481 -5.0079 -1.3451 -0.0097 0.0122 -0.0011 0.4469
H -0.5903 -4.8944 -0.8743 -0.0265 0.0158 -0.0212 0.4930
H -0.6437 -4.3936 -4.3002 0.0022 -0.0037 0.0059 0.2346
H -1.1404 -2.7050 -4.3189 0.0021 0.0050 0.0122 0.2642
H -2.3551 -3.9541 -4.0493 0.0075 -0.0024 -0.0047 0.2303
H 2.1890 -2.7683 -3.4050 -0.0479 0.0007 0.0244 0.5286
H -4.3615 -2.8280 -1.3566 0.0593 0.0074 -0.0076 0.5363
O 1.1980 2.9112 2.2712 0.0809 -0.0767 0.0355 -0.9004
S 0.1354 2.0041 2.5634 -0.0687 0.2327 0.1646 2.2914
O -1.2165 2.4622 2.4306 -0.0199 -0.1144 0.0208 -0.9207
N 0.2971 0.5966 1.6665 -0.0105 -0.1540 0.1571 -0.8611
C 0.6075 -0.4419 2.4184 -0.0315 0.2944 -0.2360 0.1349
S 0.7095 -1.9169 1.6070 0.0959 0.1339 0.0312 0.0479
C 0.7487 -0.1471 3.8474 0.0113 -0.0472 0.2139 -0.1658
C 1.0805 -1.0073 4.8802 0.0068 -0.0007 -0.0216 -0.1378
C 1.1113 -0.4937 6.1700 0.0130 -0.0364 0.0235 -0.1882
C 0.8133 0.8426 6.4168 -0.0040 0.0044 -0.0397 -0.1601
C 0.4804 1.7091 5.3788 -0.0078 0.0892 0.0501 -0.2000
C 0.4531 1.1835 4.1086 -0.0144 -0.0527 -0.2426 -0.2143
H 1.3082 -2.0465 4.6804 -0.0029 0.0062 0.0130 0.2384
H 1.3689 -1.1414 6.9971 -0.0022 0.0061 -0.0093 0.2338
H 0.8417 1.2144 7.4321 -0.0042 0.0086 -0.0077 0.2346
H 0.2514 2.7501 5.5636 0.0060 -0.0130 0.0106 0.2455
C -2.1590 2.4402 -1.0188 0.0591 -0.0289 0.0125 -0.9685
P -0.5973 1.5986 -1.3653 -0.0507 0.1273 -0.0050 1.0290
C -0.5023 1.3879 -3.1611 0.0096 -0.0389 0.0435 -0.9497
C 0.7586 2.6936 -0.9309 -0.0280 -0.0079 0.0097 -0.3157
C 2.0455 2.1564 -0.9080 -0.0146 -0.0170 0.0073 -0.2217
C 3.1271 2.9656 -0.6102 0.0245 -0.0107 0.0034 -0.1850
C 2.9271 4.3107 -0.3270 -0.0292 -0.0187 -0.0126 -0.1713
C 1.6479 4.8443 -0.3419 0.0089 0.0413 0.0028 -0.1903
C 0.5599 4.0394 -0.6416 -0.0096 -0.0175 -0.0105 -0.1981
H -2.2158 2.6655 0.0471 -0.0169 -0.0004 -0.0049 0.2805
H -2.9681 1.7633 -1.2939 -0.0041 -0.0003 0.0089 0.2639
H -2.2539 3.3577 -1.6002 0.0309 -0.0042 -0.0141 0.2513
H -0.4981 2.3698 -3.6353 -0.0044 0.0079 0.0128 0.2502
H -1.3480 0.7942 -3.5003 -0.0011 -0.0060 0.0026 0.2757
H 0.4222 0.8646 -3.4047 -0.0069 0.0068 0.0045 0.2561
H 2.1971 1.1004 -1.1132 0.0260 0.0102 -0.0083 0.2161
H 4.1246 2.5472 -0.5891 -0.0076 0.0055 0.0046 0.2244
H 3.7718 4.9417 -0.0848 -0.0020 -0.0012 -0.0009 0.2266
H 1.4917 5.8889 -0.1083 0.0082 -0.0072 -0.0013 0.2273
H -0.4364 4.4620 -0.6309 0.0161 0.0064 -0.0018 0.2183
```
Positions in Å, forces in eV/Å.

***

# 4
Formula: C7H9ClF3NO3PPd
Source: the OMol25 dataset
Level of theory: wB97M-V/def2-TZVPD

Output
Total charge: +1
E_tot, eV: -48462.12971
ΔE to the lowest compared entry with this formula, charge and spin, kcal per mole: 50.5
Frontier orbital gap, eV: 3.04

```
26
Properties=species:S:1:pos:R:3:forces:R:3:nbo_charge:R:1
C 1.4488 1.0289 0.4430 0.4802 1.5316 0.6542 -0.6238
C 0.4978 1.2996 -0.8280 0.4700 0.6708 0.3285 0.0354
Cl 1.3621 0.6648 -2.3003 -1.1180 0.3939 0.9543 0.0981
C 0.4758 2.9164 -1.0111 0.1934 3.0842 -1.0375 0.7256
O 1.4861 3.6410 -0.8659 -3.8542 -2.2470 -0.5566 -0.2993
O -0.6987 3.5803 -1.3940 3.7598 -3.0229 1.5911 -0.3382
N -0.9141 0.9197 -0.6845 2.8031 -0.3402 0.9497 -0.5625
C -1.2455 -0.4870 -1.0320 -2.4108 -1.3846 -0.6339 -0.2901
C -0.7205 -1.6012 0.0138 -0.1794 -1.4124 -1.5907 -0.4718
C 0.5282 -2.4497 -0.5211 1.2363 -1.5443 2.0611 0.2544
F 1.0082 -2.4402 -1.8409 -1.0926 0.5489 2.8970 -0.2940
C 1.1532 -3.3054 0.4130 -0.3145 0.4564 -1.0670 0.6806
F 2.4010 -3.9026 0.2620 -3.7252 1.1935 0.6519 -0.2693
F 0.4379 -3.6349 1.6019 2.4526 0.9999 -2.7000 -0.3173
P -1.6492 1.4672 0.8226 -6.1044 2.3897 0.0020 1.5317
O -3.1838 1.6563 0.6823 4.1351 -1.0163 0.1230 -0.9703
H 1.4259 1.9918 1.0809 0.0454 -1.5004 -0.9088 0.2570
H 1.1115 0.1799 1.1283 0.3566 0.5889 -1.2206 0.1546
H 2.5261 0.9152 0.0932 -1.5406 -0.0324 0.4401 0.2949
H -1.0012 -0.7801 -2.1195 0.0584 0.8037 1.7951 0.2941
H -2.3980 -0.5578 -0.9846 1.8095 0.3616 -0.0375 0.2793
H -1.5776 -2.3691 0.1142 1.1403 1.3388 -0.2027 0.2948
H -0.5700 -1.1957 1.0818 0.0591 -0.5993 -1.4939 0.1846
H -1.4486 0.5712 1.9309 0.8484 -0.1624 -0.6175 -0.0282
H -1.1335 2.7575 1.2390 0.6200 -1.1503 -0.6301 0.0184
Pd 0.6782 -0.8660 2.6752 -0.1284 0.0509 0.2487 0.3615
```
Positions in Å, forces in eV/Å.